C5H7N as an isolated structure at a distorted geometry, computed with the ωB97M-V functional and the def2-TZVPD basis.

The energy relative to the best compared isomer or geometry (same formula, charge and spin) is 117.2 kcal/mol. Its charge is 0. The HOMO-LUMO gap comes out at 0.331 Eh. The calculation puts the largest force on an atom at 2.3 eV/Å.

Cartesian coordinates (Å):
C (0.0272, 1.2806, 0.4575)
C (-0.7960, 0.5814, -0.5545)
C (0.8723, 0.4081, -0.3811)
C (0.5838, -1.0822, -0.1853)
N (0.2292, -1.5252, 1.1141)
C (-0.8373, -0.9022, -0.3520)
H (0.1866, 2.3283, 0.2111)
H (-0.1727, 1.1108, 1.5089)
H (-1.5577, 1.1281, -1.1340)
H (1.7798, 0.7597, -0.8722)
H (1.1259, -1.7893, -0.7960)
H (0.1576, -0.7513, 1.7717)
H (-1.5987, -1.5469, -0.7882)